# C10H13O3

2 unconnected molecules or ions with the total composition C10H13O3 (ωB97M-V/def2-TZVPD, the Open Molecules 2025 dataset).

Computed properties:
- relative energy (zero: lowest compared OMol25 entry of this formula, charge and spin) (kJ/mol) = 361.0
- spin multiplicity = 2
- E_tot (eV) = -16718.7103
- ⟨S²⟩ = 0.78

Geometry (Å):
C 1.50 -1.53 -1.96
C 2.83 -2.12 -2.26
C 0.45 -2.73 -1.79
O 0.83 -3.97 -1.97
O -0.77 -2.39 -1.70
H 1.48 -1.02 -0.96
H 1.19 -0.70 -2.56
H 3.73 -1.81 -1.82
H 3.12 -1.67 -3.34
H 2.65 -3.15 -2.23
C -0.84 2.27 3.53
C -1.27 0.59 -0.36
C -2.29 0.41 0.67
C -0.25 1.58 -0.14
C -2.20 0.91 1.96
C -0.12 2.13 1.12
C -1.01 1.69 2.20
O -1.33 0.08 -1.57
H -1.16 -1.02 -1.63
H -3.02 -0.35 0.43
H 0.38 2.02 -1.06
H -2.90 0.64 2.70
H 0.61 2.93 1.11
H -1.17 1.96 4.49
H -0.64 3.28 3.28
H 0.19 1.97 3.86

***

# C10H14BClN6O4Pd

A molecular structure, C10H14BClN6O4Pd (ωB97M-V/def2-TZVPD, the Open Molecules 2025 dataset).

Computed properties:
- relative energy (zero: lowest compared OMol25 entry of this formula, charge and spin) (kJ/mol) = 0.0
- spin multiplicity = 3
- E_tot (eV) = -44396.7249
- ⟨S²⟩ = 2.01

Geometry (Å):
H -2.97 -2.00 0.80
N -1.81 -0.37 0.13
B -0.97 1.81 -1.02
N -2.07 0.78 -0.56
C -3.39 0.82 -0.84
Pd 0.04 -0.79 0.75
H -3.80 1.67 -1.39
C -4.01 -0.32 -0.33
H -5.06 -0.59 -0.39
C -2.97 -1.05 0.27
H -1.57 2.78 -1.44
C 3.37 -2.83 0.73
H 3.82 -3.66 1.28
H 3.61 -1.90 1.42
H 3.91 -2.58 -0.19
N -0.08 1.22 -2.13
N -0.13 2.22 0.22
N 0.65 0.08 -1.97
N 0.38 1.31 1.08
C 0.04 1.70 -3.40
C 0.23 3.47 0.61
H -0.47 2.62 -3.70
H -0.09 4.34 0.03
C 0.88 0.84 -4.10
C 1.01 3.36 1.76
C 1.22 -0.15 -3.15
C 1.07 1.98 2.02
H 1.20 0.92 -5.14
H 1.45 4.17 2.34
H 1.87 -1.02 -3.28
H 1.55 1.44 2.83
H 2.31 -3.05 0.48
O -1.22 -4.10 3.41
Cl 0.16 -3.46 3.28
O 0.57 -2.87 4.62
O 1.17 -4.52 2.85
O 0.10 -2.24 2.12

***

# C10H14BFN6Sr

A molecular structure, C10H14BFN6Sr (ωB97M-V/def2-TZVPD, the Open Molecules 2025 dataset).

Computed properties:
- relative energy (zero: lowest compared OMol25 entry of this formula, charge and spin) (kJ/mol) = 0.0
- spin multiplicity = 1
- E_tot (eV) = -23767.7460

Geometry (Å):
H -2.34 0.68 2.17
N -1.75 -0.02 0.18
B -1.88 -0.59 -2.39
N -2.48 -0.13 -1.00
C -3.76 0.21 -0.76
Sr 0.78 -0.96 0.23
H -4.49 0.17 -1.56
C -3.89 0.55 0.58
H -4.78 0.81 1.11
C -2.61 0.43 1.14
H -2.73 -0.63 -3.23
C 2.85 -1.56 -1.13
H 3.50 -1.65 -0.24
H 3.20 -0.75 -1.77
H 2.80 -2.52 -1.67
N -1.26 -1.98 -2.19
N -0.81 0.47 -2.79
N -0.37 -2.13 -1.10
N 0.30 0.66 -1.98
C -1.41 -3.16 -2.81
C -0.77 1.31 -3.84
H -2.05 -3.28 -3.66
H -1.57 1.33 -4.57
C -0.63 -4.12 -2.15
C 0.40 2.07 -3.75
C 0.02 -3.44 -1.11
C 1.05 1.62 -2.58
H -0.52 -5.17 -2.38
H 0.74 2.83 -4.43
H 0.77 -3.81 -0.40
H 2.01 1.94 -2.19
H -1.12 -0.59 1.86
F -0.47 -1.08 2.39

***

# C10H14BHgN7O3

A molecular structure, C10H14BHgN7O3 (ωB97M-V/def2-TZVPD, the Open Molecules 2025 dataset).

Computed properties:
- relative energy (zero: lowest compared OMol25 entry of this formula, charge and spin) (kJ/mol) = 139.9
- spin multiplicity = 1
- E_tot (eV) = -32016.8173

Geometry (Å):
H 1.18 2.20 0.39
N 0.74 1.01 -1.31
B 0.14 0.19 -3.63
N 0.51 1.31 -2.62
C 0.68 2.65 -2.83
Hg 0.99 -1.26 0.11
H 0.57 3.08 -3.82
C 1.00 3.23 -1.61
H 1.20 4.27 -1.42
C 1.01 2.17 -0.68
H 0.38 0.56 -4.75
C -0.36 -0.81 1.83
H 0.01 0.11 2.27
H -0.32 -1.67 2.53
H -1.34 -0.65 1.36
N -1.40 -0.06 -3.53
N 1.15 -1.03 -3.28
N -2.01 0.04 -2.28
N 1.44 -1.59 -2.05
C -2.36 -0.35 -4.46
C 2.00 -1.57 -4.20
H -2.13 -0.38 -5.53
H 2.00 -1.21 -5.22
C -3.55 -0.60 -3.79
C 2.81 -2.50 -3.57
C -3.25 -0.40 -2.41
C 2.43 -2.51 -2.23
H -4.50 -0.90 -4.22
H 3.60 -3.08 -4.02
H -3.89 -0.62 -1.57
H 2.81 -3.11 -1.40
H -1.43 0.19 4.28
O -0.02 -0.21 5.80
N 0.08 0.84 5.20
O 0.86 1.75 5.27
O -0.97 1.04 4.14

***

E_tot of number 3 (C10H14BFN6Sr)? -23767.7460 eV